{"formula": "C4H5NO2", "method": "wB97M-V/def2-TZVPD", "molar_mass_da": 99.1, "homo_energy_ha": [-0.321, -0.321], "smiles": "O=C1NC[C@H]2O[C@@H]12", "e_above_lowest_ev": 3.7589, "total_charge": 0, "gap_ev": [8.8, 8.8], "lumo_ev": [0.0752, 0.0742], "elements": ["O", "C", "N", "C", "C", "O", "C", "H", "H", "H", "H", "H"], "positions_angstrom": [[-1.992781, -1.621504, 0.519734], [-1.139027, -0.760103, 0.378712], [-0.821693, -0.180796, -0.822128], [0.520000, 0.299905, -0.969168], [0.948632, 0.861711, 0.348761], [0.076048, 1.237075, 1.304519], [-0.184208, -0.248096, 1.384874], [-1.318643, -0.526154, -1.620581], [0.613341, 0.933574, -1.856322], [1.264241, -0.512545, -1.082978], [1.897042, 1.465209, 0.221884], [0.060266, -0.980924, 2.171970]], "forces_ev_per_a": [[0.433, 0.491, 0.225], [0.149, 0.173, -0.159], [-0.287, -0.192, -0.393], [-0.204, 0.011, -0.080], [-0.278, -1.170, 0.500], [-1.475, -0.813, 0.209], [2.106, 1.123, -1.267], [-0.097, -0.159, -0.258], [-0.032, 0.359, 0.261], [-0.321, 0.024, -0.367], [-0.462, -1.329, 1.216], [0.468, 1.482, 0.113]], "nbo_charge": [-0.593, 0.590, -0.609, -0.289, 0.185, -0.473, -0.079, 0.405, 0.215, 0.208, 0.204, 0.235]}